(1)
Below is a single C2H4N4 molecule, with properties calculated with ωB97M-V with the def2-TZVPD basis set.

Results
E_HOMO: -9.1 eV
Lowest unoccupied orbital energy: 0.16 eV
Relative energy (zero: lowest compared OMol25 entry of this formula, charge and spin): 225.8 kJ/mol
HOMO-LUMO gap: 9.27 eV

The geometry in ORCA input format:
```
! RIJCOSX wB97M-V def2-TZVPD def2/J DEFGRID3
* xyz 0 1
N -1.959 0.682 -0.295
N -0.768 1.347 -0.171
H -0.015 -1.744 -0.192
N 1.475 0.612 -0.084
C 0.137 0.382 -0.048
H 1.747 1.469 -0.553
H 2.101 -0.174 -0.201
H -0.467 -1.074 1.420
N -1.785 -0.594 -0.215
C -0.465 -0.905 0.341
*
```

(2)
Below is a molecular structure, C2H4N4, with properties calculated with ωB97M-V with the def2-TZVPD basis set.

Results
E_HOMO: -10.3 eV
Lowest unoccupied orbital energy: 0.40 eV
Relative energy (zero: lowest compared OMol25 entry of this formula, charge and spin): 339.3 kJ/mol
HOMO-LUMO gap: 10.74 eV

The geometry in ORCA input format:
```
! RIJCOSX wB97M-V def2-TZVPD def2/J DEFGRID3
* xyz 0 1
N 0.113 -1.050 -0.117
C 0.464 0.237 -0.205
H 1.882 1.876 -0.679
H 0.499 -1.951 -0.432
H 2.153 0.028 -1.487
C 1.834 0.618 -0.642
N -1.192 -0.974 0.461
H 3.001 0.126 0.049
N -1.489 0.195 0.509
N -0.478 1.086 0.237
*
```

(3)
Below is a single C2H4N4 molecule, with properties calculated with ωB97M-V with the def2-TZVPD basis set.

Results
E_HOMO: -9.1 eV
Lowest unoccupied orbital energy: 0.66 eV
Relative energy (zero: lowest compared OMol25 entry of this formula, charge and spin): 202.7 kJ/mol
HOMO-LUMO gap: 9.72 eV

The geometry in ORCA input format:
```
! RIJCOSX wB97M-V def2-TZVPD def2/J DEFGRID3
* xyz 0 1
H 0.160 -2.098 -0.202
H -2.248 -0.074 -0.377
H 0.358 1.620 -0.955
N 0.481 -1.171 0.032
N -1.589 0.116 0.366
C -0.242 -0.027 0.036
N 1.929 0.383 -0.233
C 0.690 0.959 -0.175
N 1.801 -0.891 -0.124
H -1.735 1.048 0.741
*
```

(4)
Below is 2 unconnected molecules or ions with the total composition C2H4N4, with properties calculated with ωB97M-V with the def2-TZVPD basis set.

Results
E_HOMO: -8.6 eV
Lowest unoccupied orbital energy: -0.68 eV
Relative energy (zero: lowest compared OMol25 entry of this formula, charge and spin): 650.1 kJ/mol
HOMO-LUMO gap: 7.97 eV

The geometry in ORCA input format:
```
! RIJCOSX wB97M-V def2-TZVPD def2/J DEFGRID3
* xyz 0 1
H 0.286 1.965 0.600
N 2.286 -1.190 -0.644
H -1.796 0.613 -0.580
N 2.786 -0.222 -0.395
C -1.425 -0.138 0.114
N 0.247 -1.171 -0.396
H -1.616 0.104 1.157
H -1.817 -1.122 -0.131
N 0.169 0.055 0.011
C 0.841 1.086 0.271
*
```

(5)
Below is a single C2H4N4 molecule, with properties calculated with ωB97M-V with the def2-TZVPD basis set.

Results
E_HOMO: -9.5 eV
Lowest unoccupied orbital energy: 1.14 eV
Relative energy (zero: lowest compared OMol25 entry of this formula, charge and spin): 167.4 kJ/mol
HOMO-LUMO gap: 10.62 eV

The geometry in ORCA input format:
```
! RIJCOSX wB97M-V def2-TZVPD def2/J DEFGRID3
* xyz 0 1
N 1.825 -0.198 0.121
C 0.424 0.000 0.044
C -0.368 1.190 0.205
N -1.621 -0.518 -0.216
H -0.259 2.198 0.616
H 2.042 -1.029 0.665
H -2.277 -1.306 -0.425
N -0.406 -0.995 -0.204
N -1.646 0.938 0.003
H 2.235 -0.336 -0.800
*
```

(6)
Below is a single C2H4N4O molecule, with properties calculated with ωB97M-V with the def2-TZVPD basis set.

Results
E_HOMO: -10.3 eV
Lowest unoccupied orbital energy: 0.74 eV
Relative energy (zero: lowest compared OMol25 entry of this formula, charge and spin): 293.6 kJ/mol
HOMO-LUMO gap: 11.06 eV

The geometry in ORCA input format:
```
! RIJCOSX wB97M-V def2-TZVPD def2/J DEFGRID3
* xyz 0 1
N 0.389 2.438 -0.195
C 0.102 0.385 -0.453
O 0.142 0.961 -1.683
C -0.206 -1.107 -0.154
H 0.697 -1.637 -0.490
N 0.300 2.358 -1.415
H -0.887 -0.529 1.739
H 0.611 -1.387 1.700
H -1.034 -1.388 -0.763
N 0.218 1.277 0.487
N -0.332 -1.371 1.229
*
```

(7)
Below is a single C2H4N4O molecule, with properties calculated with ωB97M-V with the def2-TZVPD basis set.

Results
E_HOMO: -9.6 eV
Lowest unoccupied orbital energy: 0.85 eV
Relative energy (zero: lowest compared OMol25 entry of this formula, charge and spin): 182.7 kJ/mol
HOMO-LUMO gap: 10.41 eV

The geometry in ORCA input format:
```
! RIJCOSX wB97M-V def2-TZVPD def2/J DEFGRID3
* xyz 0 1
H -0.295 1.466 -1.669
O 0.930 -1.081 -1.560
N -0.229 0.189 1.441
C -0.652 1.386 -0.605
N 0.675 -1.617 0.743
C 0.588 -0.890 -0.419
N -0.026 0.290 0.084
H -0.433 2.487 -0.092
N 0.232 -0.953 1.825
H -1.739 1.361 -0.559
H 0.948 -2.640 0.809
*
```

(8)
Below is a single C2H4N4O molecule, with properties calculated with ωB97M-V with the def2-TZVPD basis set.

Results
E_HOMO: -10.1 eV
Lowest unoccupied orbital energy: 0.27 eV
Relative energy (zero: lowest compared OMol25 entry of this formula, charge and spin): 320.1 kJ/mol
HOMO-LUMO gap: 10.38 eV

The geometry in ORCA input format:
```
! RIJCOSX wB97M-V def2-TZVPD def2/J DEFGRID3
* xyz 0 1
C 1.494 -0.726 -0.007
H 1.726 -1.015 1.073
H 1.814 0.368 -0.175
H 1.926 -1.221 -0.789
N -1.069 -1.515 0.057
H -0.788 2.564 -0.431
O -0.119 1.812 0.029
N -2.157 -0.879 -0.078
C -0.722 0.627 0.205
N -0.069 -0.519 0.040
N -2.036 0.504 0.076
*
```